(1)
DFT (wB97M-V/def2-TZVPD) results for one molecule with the formula C22H27N3O4S.

Geometry as XYZ:
```
57
C22H27N3O4S wB97M-V/def2-TZVPD
C -1.93 -0.23 6.86
C -1.14 -1.53 6.99
C -1.02 -2.30 5.68
C -0.18 -1.58 4.63
C 0.03 -2.43 3.40
O -0.37 -3.57 3.28
N 0.74 -1.77 2.43
C 1.11 -2.20 1.15
C 1.78 -1.29 0.33
C 2.15 -1.64 -0.95
C 1.86 -2.91 -1.43
C 2.29 -3.33 -2.79
O 2.84 -4.39 -3.02
N 2.09 -2.43 -3.81
C 1.30 -1.29 -3.84
C 0.11 -1.20 -3.11
C -0.64 -0.04 -3.15
C -0.22 1.02 -3.94
S -1.20 2.52 -3.92
O -0.58 3.48 -4.78
O -2.58 2.19 -4.15
N -1.05 2.92 -2.29
C -2.13 3.72 -1.74
C -1.61 5.17 -1.63
C -0.18 5.11 -2.18
C 0.19 3.63 -2.01
C 0.92 0.93 -4.70
C 1.68 -0.22 -4.66
C 1.24 -3.83 -0.60
C 0.85 -3.48 0.68
H -1.41 0.48 6.22
H -2.07 0.22 7.83
H -2.91 -0.43 6.42
H -1.64 -2.17 7.72
H -0.14 -1.32 7.38
H -0.57 -3.28 5.87
H -2.02 -2.48 5.26
H 0.80 -1.33 5.05
H -0.66 -0.64 4.33
H 1.02 -0.82 2.64
H 2.01 -0.30 0.70
H 2.68 -0.93 -1.56
H 2.59 -2.65 -4.66
H -0.22 -2.04 -2.52
H -1.56 0.05 -2.60
H -2.40 3.32 -0.76
H -2.99 3.62 -2.40
H -2.23 5.86 -2.21
H -1.62 5.49 -0.59
H -0.17 5.35 -3.24
H 0.50 5.77 -1.65
H 0.49 3.41 -0.99
H 0.96 3.30 -2.71
H 1.20 1.77 -5.32
H 2.58 -0.30 -5.25
H 1.05 -4.83 -0.97
H 0.35 -4.19 1.31
```

Output
**SMILES**: CCCCC(=O)Nc1ccc(C(=O)Nc2ccc(S(=O)(=O)N3CCCC3)cc2)cc1
**Total charge**: 0
**Maximum force**: 1.15 eV Å⁻¹
**ΔE to the lowest compared entry with this formula, charge and spin**: 22.1 kcal/mol
**Energy**: -1717.98322 a.u.
**Lowest unoccupied orbital energy**: 0.2013 eV
**Orbital gap**: 0.329 Ha

(2)
DFT (wB97M-V/def2-TZVPD) results for a 7-piece molecular cluster, C48H108N7O3 overall.

Geometry as XYZ:
```
166
C48H108N7O3 wB97M-V/def2-TZVPD
N -0.75 0.15 0.22
O -0.67 -1.10 0.25
O -1.55 0.76 -0.53
O 0.03 0.84 0.96
C -0.30 0.66 -4.45
C 0.40 -0.58 -4.98
C 0.64 -0.50 -6.50
N 0.99 -1.81 -7.17
C 2.28 -2.33 -6.61
C 1.12 -1.56 -8.66
C 0.93 -2.93 -9.33
C 0.23 -3.83 -8.30
C -0.08 -2.89 -7.13
H 0.28 1.55 -4.72
H -0.32 0.65 -3.36
H -1.32 0.73 -4.85
H -0.13 -1.51 -4.76
H 1.37 -0.78 -4.52
H 1.47 0.17 -6.74
H -0.29 -0.19 -6.99
H 2.09 -2.62 -5.58
H 3.03 -1.55 -6.68
H 2.56 -3.24 -7.14
H 2.06 -1.09 -8.91
H 0.23 -1.00 -8.96
H 1.92 -3.28 -9.61
H 0.36 -2.83 -10.25
H 0.79 -4.71 -8.01
H -0.72 -4.18 -8.69
H -0.21 -3.36 -6.16
H -1.05 -2.41 -7.32
C -6.33 0.69 1.78
C -5.31 1.31 0.81
C -6.10 1.81 -0.41
N -5.18 2.33 -1.50
C -4.16 3.31 -0.99
C -4.51 1.23 -2.31
C -5.24 1.16 -3.62
C -5.63 2.60 -3.92
C -6.04 3.07 -2.51
H -6.81 -0.16 1.30
H -7.08 1.40 2.14
H -5.78 0.36 2.67
H -4.59 0.53 0.56
H -4.90 2.19 1.31
H -6.68 2.67 -0.09
H -6.71 1.05 -0.89
H -3.42 2.89 -0.32
H -4.65 4.20 -0.59
H -3.70 3.66 -1.92
H -3.45 1.42 -2.50
H -4.61 0.34 -1.70
H -4.57 0.76 -4.39
H -6.05 0.43 -3.66
H -4.75 3.13 -4.29
H -6.41 2.83 -4.64
H -6.14 4.15 -2.38
H -7.06 2.75 -2.33
C -1.82 6.86 2.29
C -0.49 6.24 1.93
C -0.08 6.38 0.48
N 0.95 5.33 0.10
C 2.16 5.23 1.00
C 1.35 5.52 -1.36
C 1.88 4.19 -1.85
C 1.05 3.14 -1.10
C 0.33 3.94 0.02
H -1.99 7.82 1.80
H -1.88 7.00 3.37
H -2.70 6.25 2.08
H -0.46 5.19 2.25
H 0.31 6.70 2.52
H 0.36 7.36 0.34
H -0.94 6.23 -0.17
H 2.74 6.13 0.82
H 2.66 4.33 0.67
H 1.82 5.05 2.02
H 2.18 6.23 -1.30
H 0.50 5.97 -1.86
H 2.95 4.00 -1.74
H 1.80 4.08 -2.94
H 1.67 2.32 -0.73
H 0.22 2.75 -1.68
H 0.30 3.43 0.98
H -0.73 4.04 -0.23
C 5.31 -5.43 -0.48
C 4.11 -4.50 -0.22
C 3.74 -3.64 -1.43
N 3.15 -2.27 -0.98
C 1.98 -2.42 -0.06
C 2.81 -1.45 -2.25
C 3.73 -0.27 -2.29
C 4.03 -0.03 -0.82
C 4.25 -1.46 -0.29
H 5.08 -6.23 -1.18
H 5.58 -5.85 0.48
H 6.17 -4.87 -0.84
H 4.45 -3.85 0.59
H 3.25 -5.03 0.19
H 2.87 -4.04 -1.94
H 4.55 -3.38 -2.10
H 1.18 -2.85 -0.64
H 1.70 -1.41 0.21
H 2.24 -2.99 0.83
H 1.77 -1.17 -2.08
H 2.80 -2.08 -3.14
H 3.19 0.55 -2.78
H 4.69 -0.47 -2.76
H 3.22 0.48 -0.30
H 4.96 0.51 -0.64
H 4.04 -1.48 0.77
H 5.24 -1.80 -0.56
C -0.91 -5.25 0.34
C -0.52 -5.23 1.82
C -0.65 -3.93 2.65
N -2.01 -3.37 2.97
C -2.75 -4.27 3.97
C -1.95 -1.96 3.45
C -3.28 -1.28 3.09
C -3.91 -2.18 2.01
C -2.86 -3.26 1.73
H -0.40 -4.44 -0.19
H -1.97 -5.09 0.17
H -0.65 -6.23 -0.06
H 0.55 -5.39 1.93
H -1.10 -6.01 2.30
H -0.12 -3.13 2.13
H -0.13 -3.98 3.61
H -2.05 -4.42 4.78
H -2.97 -5.21 3.47
H -3.65 -3.72 4.23
H -1.66 -1.99 4.50
H -1.12 -1.43 2.98
H -3.87 -1.21 4.01
H -3.24 -0.28 2.67
H -4.82 -2.74 2.22
H -4.04 -1.55 1.13
H -3.30 -4.21 1.41
H -2.18 -3.05 0.90
C 3.81 0.99 9.74
C 3.69 0.43 8.32
C 2.50 0.95 7.55
N 2.33 0.39 6.16
C 2.05 -1.09 6.26
C 3.54 0.55 5.22
C 2.95 0.45 3.80
C 1.49 0.85 3.91
C 1.19 1.05 5.41
H 4.79 0.73 10.13
H 3.04 0.64 10.43
H 3.73 2.08 9.69
H 3.83 -0.65 8.28
H 4.65 0.67 7.84
H 2.40 2.03 7.44
H 1.53 0.78 8.04
H 1.60 -1.46 5.34
H 1.42 -1.23 7.13
H 2.98 -1.64 6.39
H 4.32 -0.17 5.41
H 3.88 1.58 5.36
H 2.95 -0.56 3.40
H 3.50 1.13 3.16
H 0.81 0.17 3.40
H 1.30 1.80 3.40
H 0.24 0.62 5.73
H 1.26 2.10 5.68
```

Output
**Total charge**: +5
**Maximum force**: 2.32 eV Å⁻¹
**ΔE to the lowest compared entry with this formula, charge and spin**: 24.3 kcal/mol
**Energy**: -2500.84485 a.u.
**Lowest unoccupied orbital energy**: -9.2240 eV
**Orbital gap**: 0.358 Ha

(3)
DFT (wB97M-V/def2-TZVPD) results for a 4-piece molecular cluster, C21H35FNO10 overall.

Geometry as XYZ:
```
68
C21H35FNO10 wB97M-V/def2-TZVPD
C 0.29 -0.95 0.66
C 1.30 -0.94 -0.26
N 1.16 -0.16 -1.50
C 0.59 1.23 -1.48
C 0.36 1.48 -2.98
C -0.93 0.94 -3.62
F -1.15 1.70 -4.76
C -2.16 0.93 -2.73
C -2.99 -0.36 -2.89
C 1.64 0.76 -3.60
C 2.32 0.06 -2.41
O 3.01 -1.12 -2.62
H 0.03 -0.03 1.17
H -0.32 -1.85 0.77
H 2.24 -1.46 -0.12
H 0.49 -0.71 -2.04
H -0.21 1.40 -0.77
H 1.39 1.91 -1.20
H 0.51 2.53 -3.20
H -0.75 -0.08 -3.98
H -2.82 1.76 -2.98
H -1.91 1.03 -1.68
H -4.02 -0.15 -2.61
H -2.60 -1.17 -2.27
H -2.97 -0.69 -3.92
H 1.36 0.02 -4.35
H 2.28 1.52 -4.04
H 2.98 0.82 -1.98
H 3.86 -0.90 -3.03
C -0.40 -7.58 1.15
C -1.35 -6.47 0.82
C -0.88 -5.51 -0.27
O -1.54 -4.29 0.10
C -1.74 -4.33 1.45
O -2.08 -3.39 2.09
O -1.49 -5.56 1.93
H -0.79 -8.19 1.97
H -0.25 -8.23 0.28
H 0.57 -7.19 1.47
H -2.34 -6.86 0.58
H -1.17 -5.82 -1.27
H 0.20 -5.35 -0.23
C -0.66 4.67 0.80
C -1.90 4.33 0.03
C -3.20 4.85 0.61
O -4.15 3.86 0.15
C -3.49 2.70 -0.01
O -3.98 1.63 -0.19
O -2.14 2.90 0.06
H 0.22 4.21 0.35
H -0.50 5.75 0.83
H -0.72 4.30 1.82
H -1.80 4.63 -1.02
H -3.49 5.83 0.24
H -3.20 4.84 1.70
C 4.08 0.89 5.09
C 2.85 1.16 4.25
C 2.88 0.57 2.86
O 2.04 1.48 2.12
C 2.11 2.69 2.76
O 1.70 3.71 2.31
O 2.71 2.56 3.95
H 3.99 1.39 6.05
H 4.20 -0.18 5.25
H 4.97 1.28 4.59
H 1.95 0.84 4.79
H 2.48 -0.44 2.80
H 3.88 0.59 2.42
```

Output
**Total charge**: +1
**Maximum force**: 2.26 eV Å⁻¹
**Energy**: -1727.90038 a.u.
**Lowest unoccupied orbital energy**: -4.1537 eV
**Orbital gap**: 0.305 Ha

(4)
DFT (wB97M-V/def2-TZVPD) results for C34H25Cl5NO4PV as an isolated structure.

Geometry as XYZ:
```
71
C34H25Cl5NO4PV wB97M-V/def2-TZVPD
V -2.20 -1.40 -0.17
O -4.64 -0.52 2.73
C -4.54 -0.32 1.55
O -3.52 -0.79 0.81
C -5.52 0.43 0.72
P -4.83 1.81 -0.29
C -3.43 2.30 0.80
C -3.79 2.82 2.05
C -2.83 3.28 2.94
C -1.49 3.27 2.57
C -1.12 2.77 1.34
C -2.08 2.27 0.46
C -4.00 0.98 -1.68
C -4.10 -0.37 -1.99
C -3.47 -0.89 -3.12
C -2.74 -0.05 -3.96
C -2.67 1.31 -3.67
C -3.31 1.82 -2.56
H -6.27 0.86 1.38
H -6.05 -0.26 0.06
H -4.83 2.86 2.34
H -3.13 3.67 3.90
H -0.74 3.65 3.26
H -0.08 2.77 1.05
H -1.77 1.88 -0.50
H -4.67 -1.05 -1.36
H -3.55 -1.95 -3.33
H -2.25 -0.45 -4.83
H -2.12 1.97 -4.33
H -3.26 2.89 -2.35
Cl -0.26 0.40 4.64
C -0.11 -0.85 3.47
C -0.89 -0.90 2.36
C -0.92 -1.83 1.39
Cl -3.08 -3.27 -0.91
C 0.01 -2.87 1.52
Cl 0.13 -4.10 0.31
C 0.87 -2.90 2.62
Cl 2.01 -4.18 2.78
C 0.82 -1.89 3.60
Cl 1.88 -1.93 4.94
C 5.96 2.82 0.29
O 4.72 2.14 0.24
C 4.73 0.81 0.54
C 5.83 0.10 0.99
C 5.70 -1.25 1.29
C 4.49 -1.90 1.16
C 3.38 -1.18 0.72
C 3.49 0.16 0.39
N 2.39 0.91 -0.05
C 1.31 0.41 -0.73
C 1.38 -0.63 -1.68
C 2.55 -1.00 -2.37
C 2.53 -1.99 -3.33
C 1.35 -2.67 -3.64
C 0.19 -2.37 -2.95
C 0.22 -1.37 -1.99
O -0.90 -1.14 -1.24
H 6.34 2.86 1.32
H 5.76 3.83 -0.06
H 6.70 2.35 -0.36
H 6.78 0.59 1.12
H 6.57 -1.80 1.65
H 4.38 -2.94 1.41
H 2.41 -1.67 0.62
H 2.42 1.89 0.17
H 0.36 0.87 -0.52
H 3.47 -0.47 -2.16
H 3.44 -2.24 -3.86
H 1.35 -3.44 -4.39
H -0.74 -2.90 -3.12
```

Output
**Spin multiplicity**: 4
**Total charge**: 0
**Maximum force**: 0.72 eV Å⁻¹
**ΔE to the lowest compared entry with this formula, charge and spin**: 46.1 kcal/mol
**Energy**: -5252.62947 a.u.
**Lowest unoccupied orbital energy (alpha / beta)**: -1.0735 / -1.2242 eV
**Orbital gap (alpha / beta)**: 0.197 / 0.256 Ha

(5)
DFT (wB97M-V/def2-TZVPD) results for a 2-piece molecular cluster, C20H35BNO8S overall.

Geometry as XYZ:
```
66
C20H35BNO8S wB97M-V/def2-TZVPD
O -2.83 -1.03 -3.05
C -2.03 -0.59 -4.06
C -1.88 1.04 -4.20
B -0.34 1.58 -4.43
O -0.13 2.82 -3.60
C 1.20 2.82 -2.96
C 1.32 1.22 -2.65
C 0.29 0.51 -1.59
C 0.98 0.08 -0.15
C 1.82 -1.33 -0.19
C 0.92 -2.67 -0.47
S -0.51 -2.89 0.77
O -1.71 -2.00 0.25
O -0.09 -2.55 2.22
O -1.01 -4.55 0.57
O 0.80 0.73 -3.97
C -1.27 -1.70 -5.05
C 0.17 -2.37 -4.59
C 1.03 -3.47 -5.45
C 0.42 -3.96 -6.88
C -1.02 -3.30 -7.36
C -1.88 -2.19 -6.50
H -2.63 1.44 -5.03
H -2.26 1.52 -3.18
H -0.29 1.80 -5.58
H 1.45 3.61 -2.14
H 1.91 2.99 -3.90
H 2.45 1.01 -2.40
H -0.05 -0.52 -2.09
H -0.71 1.12 -1.43
H 0.09 -0.05 0.62
H 1.64 0.98 0.29
H 2.73 -1.24 -0.96
H 2.32 -1.46 0.89
H 0.43 -2.72 -1.53
H 1.67 -3.59 -0.41
H -0.33 -5.02 -0.02
H 0.62 -1.99 -3.58
H 2.05 -3.85 -4.97
H 1.05 -4.74 -7.50
H -1.45 -3.62 -8.40
H -2.89 -1.69 -6.84
C -1.90 -0.45 5.72
O -1.95 0.95 5.94
C -1.09 1.38 7.00
C 0.05 2.25 6.45
N 0.99 1.44 5.67
C 1.96 2.25 4.91
C 1.41 3.14 3.78
O 0.86 2.40 2.68
C -0.50 2.03 2.84
H -2.67 -0.71 4.99
H -0.93 -0.74 5.31
H -2.10 -1.00 6.64
H -0.71 0.54 7.59
H -1.70 1.99 7.67
H 0.58 2.72 7.28
H -0.40 3.03 5.83
H 0.48 0.86 5.01
H 2.67 1.54 4.47
H 2.53 2.87 5.61
H 2.25 3.70 3.37
H 0.70 3.89 4.15
H -1.07 2.76 3.43
H -0.57 1.04 3.29
H -0.95 1.97 1.84
```

Output
**Total charge**: -1
**Maximum force**: 8.00 eV Å⁻¹
**Energy**: -1862.33324 a.u.
**Lowest unoccupied orbital energy**: 1.9745 eV
**Orbital gap**: 0.231 Ha

(6)
DFT (wB97M-V/def2-TZVPD) results for one molecule with the formula C9H9N.

Geometry as XYZ:
```
19
C9H9N wB97M-V/def2-TZVPD
C 1.87 -2.41 -0.28
C -1.21 -0.85 -1.87
C -0.09 -1.74 -1.75
C -1.52 0.16 -1.04
C 0.81 -1.72 -0.77
C 0.71 1.21 -0.26
C -0.70 0.69 0.06
C 0.52 0.00 0.55
C 0.96 -0.26 1.94
N 2.77 -2.93 0.23
H -1.91 -1.09 -2.66
H -0.01 -2.53 -2.50
H -2.46 0.68 -1.19
H 1.04 1.13 -1.29
H 1.04 2.11 0.24
H -1.27 1.26 0.78
H 0.31 -0.95 2.45
H 0.98 0.68 2.49
H 1.97 -0.67 1.95
```

Output
**Total charge**: 0
**Maximum force**: 5.20 eV Å⁻¹
**ΔE to the lowest compared entry with this formula, charge and spin**: 80.9 kcal/mol
**Energy**: -402.95388 a.u.
**Lowest unoccupied orbital energy**: -0.1076 eV
**Orbital gap**: 0.317 Ha

(7)
DFT (wB97M-V/def2-TZVPD) results for C3H6AgNaO5 as an isolated structure.

Geometry as XYZ:
```
16
C3H6AgNaO5 wB97M-V/def2-TZVPD
H -1.98 -1.60 0.81
C -1.99 -0.88 -0.03
C -0.66 -0.13 -0.02
O 0.51 -0.88 -0.25
Ag -3.29 2.18 0.15
O -3.02 0.03 0.05
H -2.02 -1.50 -0.96
H -0.60 0.43 0.94
H -0.73 0.64 -0.81
C 1.93 0.03 0.20
O 1.91 0.75 1.25
O 2.96 -0.91 0.10
H 2.96 -1.41 0.92
Na 0.92 2.58 0.24
O 1.88 0.72 -1.02
H 1.21 -0.05 -1.58
```

Output
**Spin multiplicity**: 2
**Total charge**: -1
**Maximum force**: 4.44 eV Å⁻¹
**ΔE to the lowest compared entry with this formula, charge and spin**: 14.3 kcal/mol
**Energy**: -803.34518 a.u.
**Lowest unoccupied orbital energy (alpha / beta)**: 1.8272 / 1.8000 eV
**Orbital gap (alpha / beta)**: 0.145 / 0.216 Ha

(8)
DFT (wB97M-V/def2-TZVPD) results for an isolated ion of composition C8H11BNO2 and charge +1.

Geometry as XYZ:
```
23
C8H11BNO2 wB97M-V/def2-TZVPD
B 0.20 1.49 1.87
C 0.61 -0.56 -3.01
C 1.76 -0.05 -2.42
C -0.35 -1.01 -2.16
C 1.71 0.37 -1.07
C -0.34 -0.75 -0.83
C 0.68 -0.03 -0.21
C -1.44 -1.40 0.12
C 0.73 0.29 1.17
N -1.31 -1.03 1.49
O -0.02 2.69 1.15
O -0.27 1.32 3.20
H 0.72 -0.73 -4.03
H 2.46 0.48 -3.12
H -1.42 -1.44 -2.52
H 2.59 0.73 -0.61
H -2.38 -0.92 -0.32
H -1.50 -2.49 -0.01
H 1.28 -0.38 1.84
H -2.06 -0.61 2.01
H -0.66 -1.48 2.10
H -0.14 3.45 1.70
H -0.85 2.07 3.66
```

Output
**Total charge**: +1
**Maximum force**: 6.40 eV Å⁻¹
**ΔE to the lowest compared entry with this formula, charge and spin**: 86.8 kcal/mol
**Energy**: -541.27043 a.u.
**Lowest unoccupied orbital energy**: -6.3496 eV
**Orbital gap**: 0.247 Ha

(9)
DFT (wB97M-V/def2-TZVPD) results for one molecule with the formula C4H2N2O.

Geometry as XYZ:
```
9
C4H2N2O wB97M-V/def2-TZVPD
N -1.79 -1.30 3.41
C -1.08 -0.86 2.61
C -0.20 -0.50 1.62
C 0.46 -0.36 0.62
C 1.29 -0.01 -0.53
N 0.82 -0.49 -1.70
O 2.27 0.68 -0.37
H 0.01 -1.08 -1.76
H 1.36 -0.29 -2.53
```

Output
**SMILES**: N#CC#CC(N)=O
**Total charge**: 0
**Maximum force**: 1.15 eV Å⁻¹
**ΔE to the lowest compared entry with this formula, charge and spin**: 17.6 kcal/mol
**Energy**: -338.31343 a.u.
**Lowest unoccupied orbital energy**: -0.4164 eV
**Orbital gap**: 0.383 Ha